C72H168B2ClF8N9O3 | ωB97M-V/def2-TZVPD

## Properties
* gap between HOMO and LUMO: 5.4 eV
* HOMO energy: -0.504 Ha
* total energy: -4869.500180 Ha
* LUMO level: -8.3 eV
* M: 1417.26 g mol⁻¹
* net charge: +6
* F_max: 3.91 eV/Å

```
263
Properties=species:S:1:pos:R:3:lowdin_charge:R:1
C 4.017 -5.967 -10.105 -0.027
C 4.543 -5.711 -8.659 -0.151
N 4.363 -6.896 -7.699 -0.189
C 5.190 -8.111 -8.276 0.032
C 5.089 -6.619 -6.279 -0.113
C 6.337 -5.671 -6.387 -0.056
C 2.911 -7.362 -7.533 -0.084
C 1.947 -6.519 -6.694 -0.238
O 2.041 -5.196 -7.016 -0.163
C 2.456 -4.372 -5.859 -0.050
H 4.689 -6.687 -10.570 0.081
H 4.119 -5.061 -10.703 0.092
H 2.949 -6.187 -10.116 0.080
H 4.187 -4.854 -8.087 0.114
H 5.626 -5.628 -8.746 0.113
H 4.991 -8.345 -9.322 0.097
H 4.884 -8.970 -7.679 0.104
H 6.273 -7.986 -8.281 0.110
H 5.473 -7.456 -5.696 0.120
H 4.301 -6.501 -5.535 0.095
H 5.977 -4.714 -6.763 0.067
H 7.248 -6.001 -6.886 0.093
H 6.631 -5.423 -5.368 0.084
H 2.883 -8.364 -7.105 0.133
H 2.611 -7.652 -8.540 0.129
H 2.112 -6.840 -5.665 0.128
H 0.933 -6.810 -6.969 0.144
H 1.682 -4.319 -5.093 0.097
H 2.528 -3.335 -6.188 0.087
H 3.430 -4.549 -5.404 0.071
C -3.377 -2.627 11.105 -0.043
C -2.171 -3.487 10.588 -0.148
N -1.885 -3.566 9.066 -0.203
C -3.217 -3.938 8.360 0.008
C -1.514 -2.056 8.615 -0.091
C -1.174 -1.873 7.096 -0.064
C -0.775 -4.640 8.792 -0.042
C 0.425 -4.777 9.748 -0.209
O 0.121 -5.302 11.019 -0.206
C 1.220 -5.469 11.880 -0.078
H -3.854 -3.163 11.926 0.091
H -4.190 -2.402 10.416 0.072
H -2.936 -1.746 11.572 0.080
H -2.475 -4.528 10.702 0.121
H -1.306 -3.309 11.226 0.127
H -3.671 -4.830 8.793 0.112
H -3.095 -4.201 7.309 0.103
H -4.012 -3.193 8.377 0.099
H -0.735 -1.751 9.314 0.122
H -2.417 -1.463 8.763 0.112
H -0.147 -2.156 6.866 0.065
H -1.278 -0.938 6.547 0.079
H -1.717 -2.542 6.429 0.073
H -0.337 -4.555 7.798 0.132
H -1.372 -5.541 8.654 0.138
H 1.042 -3.878 9.747 0.125
H 1.045 -5.521 9.248 0.133
H 0.813 -5.676 12.870 0.102
H 1.595 -4.453 12.003 0.090
H 1.935 -6.236 11.579 0.100
C -11.475 11.964 2.460 -0.041
C -10.880 10.657 3.081 -0.169
N -11.779 9.734 3.884 -0.211
C -12.898 10.451 4.674 0.022
C -12.352 8.603 2.904 -0.089
C -13.332 7.514 3.536 -0.029
C -10.847 9.110 4.997 -0.079
C -9.732 8.144 4.637 -0.171
O -8.966 8.638 3.518 -0.216
C -8.496 7.653 2.565 -0.062
H -10.727 12.430 1.819 0.092
H -11.812 12.655 3.232 0.077
H -12.344 11.709 1.853 0.077
H -10.025 10.874 3.721 0.127
H -10.574 10.101 2.194 0.116
H -12.460 11.266 5.249 0.111
H -13.323 9.890 5.507 0.103
H -13.693 10.742 3.988 0.115
H -11.470 8.066 2.555 0.094
H -12.800 9.138 2.067 0.125
H -12.677 6.848 4.099 0.068
H -13.752 6.924 2.722 0.086
H -14.167 7.935 4.095 0.080
H -11.616 8.513 5.488 0.118
H -10.577 9.874 5.726 0.143
H -10.188 7.186 4.387 0.115
H -9.144 7.989 5.541 0.139
H -7.826 8.181 1.885 0.098
H -9.402 7.200 2.163 0.076
H -7.881 6.853 2.975 0.086
C 3.954 10.431 0.771 -0.093
C 4.603 9.443 -0.197 -0.212
C 5.204 8.173 0.454 -0.104
N 6.157 7.341 -0.412 -0.258
C 5.469 6.833 -1.681 0.036
C 6.739 6.098 0.338 -0.072
C 8.081 5.909 -0.312 -0.159
C 8.618 7.263 -0.855 -0.101
C 7.349 8.187 -0.860 -0.092
H 3.303 10.055 1.561 0.080
H 3.471 11.247 0.233 0.089
H 4.704 10.950 1.366 0.078
H 5.320 10.082 -0.712 0.113
H 3.860 9.136 -0.933 0.111
H 4.471 7.437 0.783 0.137
H 5.804 8.393 1.337 0.130
H 6.288 6.514 -2.326 0.112
H 4.822 7.583 -2.135 0.109
H 4.751 6.037 -1.482 0.108
H 5.935 5.380 0.174 0.125
H 6.876 6.475 1.352 0.134
H 7.972 5.247 -1.171 0.113
H 8.799 5.570 0.435 0.120
H 9.116 7.349 -1.821 0.125
H 9.288 7.610 -0.069 0.114
H 7.118 8.494 -1.880 0.124
H 7.496 9.141 -0.353 0.136
C -2.222 3.019 1.086 -0.110
C -0.940 2.315 1.220 -0.249
C -0.629 1.492 -0.049 -0.117
N 0.738 0.879 -0.224 -0.220
C 0.815 0.211 -1.624 0.043
C 0.767 -0.174 0.930 -0.064
C 2.192 -0.062 1.517 -0.134
C 3.083 0.771 0.549 -0.144
C 2.037 1.737 -0.019 -0.071
H -2.008 3.816 0.374 0.095
H -2.688 3.493 1.950 0.087
H -3.050 2.372 0.799 0.090
H -0.998 1.724 2.133 0.106
H -0.173 3.063 1.421 0.111
H -0.687 2.155 -0.913 0.144
H -1.337 0.674 -0.181 0.148
H 1.742 -0.356 -1.709 0.101
H 0.623 0.941 -2.410 0.114
H -0.006 -0.500 -1.719 0.106
H 0.508 -1.096 0.409 0.132
H -0.044 -0.103 1.656 0.121
H 2.647 -1.035 1.698 0.112
H 2.193 0.438 2.485 0.112
H 3.522 0.138 -0.221 0.105
H 3.917 1.313 0.996 0.115
H 2.357 2.198 -0.954 0.133
H 1.760 2.581 0.612 0.123
C -0.499 -2.806 -12.055 -0.106
C -1.577 -2.111 -11.275 -0.221
C -1.000 -1.519 -9.939 -0.106
N -1.889 -0.566 -9.102 -0.287
C -3.063 -1.236 -8.505 0.035
C -1.004 0.174 -8.072 -0.070
C -1.509 1.641 -7.955 -0.152
C -2.529 1.891 -9.028 -0.112
C -2.423 0.565 -9.965 -0.058
H -0.954 -3.329 -12.896 0.089
H -0.099 -3.627 -11.460 0.075
H 0.335 -2.270 -12.507 0.087
H -2.324 -2.851 -10.990 0.111
H -2.107 -1.392 -11.901 0.115
H -0.169 -0.872 -10.221 0.116
H -0.510 -2.257 -9.304 0.136
H -3.585 -0.383 -8.072 0.116
H -2.788 -2.025 -7.806 0.121
H -3.583 -1.664 -9.362 0.108
H -0.947 -0.482 -7.203 0.133
H 0.019 0.148 -8.448 0.117
H -1.950 1.641 -6.958 0.116
H -0.707 2.374 -7.868 0.124
H -3.503 2.026 -8.557 0.110
H -2.287 2.788 -9.598 0.121
H -3.423 0.384 -10.360 0.136
H -1.589 0.648 -10.662 0.132
C 9.258 0.023 3.229 -0.096
C 8.100 -0.784 3.783 -0.213
C 8.366 -1.342 5.229 -0.101
N 7.264 -2.232 5.778 -0.262
C 7.242 -3.560 5.060 0.038
C 5.856 -1.558 5.834 -0.111
C 5.043 -2.127 6.972 -0.091
C 6.146 -2.989 7.802 -0.115
C 7.499 -2.552 7.260 -0.104
H 10.214 -0.484 3.358 0.082
H 9.477 1.038 3.562 0.086
H 9.206 0.076 2.142 0.079
H 7.868 -1.678 3.204 0.093
H 7.165 -0.256 3.597 0.104
H 8.549 -0.576 5.983 0.133
H 9.283 -1.925 5.307 0.140
H 6.978 -3.350 4.024 0.098
H 6.467 -4.108 5.596 0.109
H 8.223 -4.033 5.115 0.119
H 5.341 -1.612 4.874 0.129
H 5.983 -0.485 5.973 0.133
H 4.235 -2.691 6.505 0.119
H 4.823 -1.256 7.589 0.119
H 6.068 -4.067 7.949 0.116
H 6.131 -2.641 8.835 0.115
H 8.321 -3.254 7.398 0.146
H 7.825 -1.597 7.673 0.135
C -12.022 2.722 -4.566 -0.090
C -10.811 3.170 -3.744 -0.225
C -9.551 3.267 -4.628 -0.087
N -8.216 3.208 -3.777 -0.233
C -8.183 1.982 -2.857 0.017
C -7.988 4.539 -3.033 -0.028
C -6.659 5.078 -3.783 -0.158
C -5.882 3.937 -4.263 -0.173
C -7.019 3.122 -4.764 -0.110
H -11.978 2.766 -5.654 0.082
H -12.929 3.265 -4.299 0.082
H -12.274 1.691 -4.319 0.081
H -10.771 2.401 -2.973 0.103
H -10.959 4.163 -3.320 0.104
H -9.511 4.243 -5.111 0.138
H -9.537 2.416 -5.308 0.135
H -7.161 1.693 -2.610 0.107
H -8.542 1.102 -3.391 0.113
H -8.702 2.132 -1.910 0.101
H -7.661 4.252 -2.033 0.118
H -8.880 5.154 -2.909 0.123
H -6.120 5.806 -3.177 0.124
H -6.911 5.736 -4.615 0.121
H -5.196 3.530 -3.520 0.134
H -5.247 4.188 -5.112 0.138
H -6.894 2.069 -5.017 0.144
H -7.424 3.683 -5.607 0.128
C 5.478 -6.503 0.004 -0.100
C 5.053 -7.868 0.381 -0.275
C 5.493 -8.296 1.728 -0.141
N 5.354 -9.809 1.947 -0.192
C 3.848 -10.256 1.860 0.052
C 6.275 -10.713 1.137 -0.092
C 7.618 -10.577 1.819 -0.125
C 7.359 -10.370 3.346 -0.146
C 5.946 -9.960 3.407 -0.104
H 5.129 -5.781 0.742 0.086
H 5.028 -6.399 -0.983 0.083
H 6.558 -6.420 -0.120 0.086
H 5.598 -8.474 -0.343 0.111
H 3.982 -8.020 0.247 0.125
H 5.000 -7.687 2.486 0.145
H 6.539 -8.029 1.878 0.135
H 3.797 -11.330 2.036 0.105
H 3.328 -10.122 0.912 0.098
H 3.174 -9.697 2.510 0.115
H 5.892 -11.734 1.137 0.140
H 6.160 -10.521 0.070 0.130
H 8.213 -11.482 1.695 0.128
H 8.219 -9.734 1.478 0.115
H 7.522 -11.285 3.915 0.130
H 7.994 -9.568 3.723 0.119
H 5.493 -10.907 3.701 0.131
H 5.595 -9.191 4.095 0.142
Cl -3.883 -1.094 -3.544 -0.964
B 0.782 -5.675 3.465 -1.315
F 1.360 -4.445 3.853 0.045
F 0.992 -5.916 2.110 0.088
F 1.442 -6.726 4.094 0.078
F -0.534 -5.656 3.902 0.105
B 0.100 6.135 -2.820 -1.362
F 0.595 5.029 -3.502 0.083
F -1.276 6.174 -2.996 0.096
F 0.452 6.105 -1.479 0.080
F 0.656 7.316 -3.279 0.103
```